{
  "formula": "C52H76N6O7",
  "method": "ωB97M-V/def2-TZVPD",
  "smiles": "O=C1c2ccccc2C(=O)c2ccccc21.O=C1c2ccccc2C(=O)c2ccccc21.CCN(CC)CC.CCN(CC)CC.CCN(CC)CC.CC(N)=O.CC(N)=O.CC(N)=O",
  "homo_ev": -7.7,
  "orbital_gap_ha": 0.235,
  "species": ["O", "C", "C", "C", "C", "C", "C", "C", "C", "O", "C", "C", "C", "C", "C", "C", "H", "H", "H", "H", "H", "H", "H", "H", "O", "C", "C", "C", "C", "C", "C", "C", "C", "O", "C", "C", "C", "C", "C", "C", "H", "H", "H", "H", "H", "H", "H", "H", "C", "C", "N", "C", "C", "C", "C", "H", "H", "H", "H", "H", "H", "H", "H", "H", "H", "H", "H", "H", "H", "H", "C", "C", "N", "C", "C", "C", "C", "H", "H", "H", "H", "H", "H", "H", "H", "H", "H", "H", "H", "H", "H", "H", "C", "C", "N", "C", "C", "C", "C", "H", "H", "H", "H", "H", "H", "H", "H", "H", "H", "H", "H", "H", "H", "H", "C", "C", "N", "O", "H", "H", "H", "H", "H", "C", "C", "N", "O", "H", "H", "H", "H", "H", "C", "C", "N", "O", "H", "H", "H", "H", "H"],
  "xyz": [[19.398, 2.916, 16.881], [19.633, 3.536, 18.022], [18.711, 4.646, 18.464], [17.818, 5.164, 17.558], [16.925, 6.222, 17.948], [17.054, 6.684, 19.191], [17.922, 6.226, 20.153], [18.850, 5.099, 19.759], [19.893, 4.669, 20.791], [19.815, 5.267, 21.852], [20.871, 3.701, 20.267], [21.947, 3.243, 21.125], [23.081, 2.615, 20.585], [22.967, 2.186, 19.293], [21.878, 2.361, 18.446], [20.803, 3.163, 18.956], [17.676, 4.647, 16.620], [16.164, 6.529, 17.246], [16.544, 7.604, 19.439], [18.086, 6.707, 21.106], [22.018, 3.543, 22.160], [23.926, 2.517, 21.250], [23.614, 1.359, 19.040], [21.895, 1.822, 17.510], [15.746, 0.565, 13.929], [16.332, 0.803, 12.829], [17.698, 1.366, 12.720], [18.367, 1.684, 13.840], [19.596, 2.267, 13.775], [20.200, 2.563, 12.496], [19.440, 2.321, 11.410], [18.196, 1.708, 11.439], [17.480, 1.505, 10.139], [17.920, 1.790, 9.071], [16.138, 0.787, 10.297], [15.491, 0.473, 9.134], [14.462, -0.388, 9.179], [14.025, -0.839, 10.406], [14.600, -0.504, 11.575], [15.692, 0.450, 11.573], [17.965, 1.421, 14.807], [20.224, 2.446, 14.636], [21.231, 2.810, 12.290], [19.939, 2.408, 10.456], [15.860, 0.803, 8.174], [13.902, -0.740, 8.326], [13.052, -1.305, 10.444], [13.944, -0.748, 12.398], [13.736, 8.712, 24.800], [13.625, 7.260, 25.181], [13.295, 6.367, 24.038], [12.605, 5.099, 24.401], [11.087, 5.380, 24.061], [14.368, 6.280, 23.058], [15.575, 5.346, 23.516], [14.791, 8.957, 24.677], [13.420, 9.441, 25.546], [13.183, 8.880, 23.876], [14.437, 6.837, 25.772], [12.860, 7.172, 25.952], [13.013, 4.290, 23.795], [12.690, 4.807, 25.448], [10.910, 5.984, 23.171], [10.633, 4.391, 24.010], [10.697, 5.867, 24.955], [14.861, 7.194, 22.725], [13.921, 5.793, 22.191], [15.451, 4.293, 23.266], [15.816, 5.426, 24.576], [16.448, 5.693, 22.962], [26.930, 1.634, 18.188], [27.153, 1.195, 16.725], [26.122, 0.330, 16.141], [24.884, 0.996, 15.976], [23.754, 0.051, 15.632], [26.646, -0.111, 14.806], [27.716, -1.202, 15.052], [25.972, 2.124, 18.366], [27.742, 2.315, 18.444], [27.035, 0.730, 18.787], [27.229, 2.069, 16.078], [28.196, 0.883, 16.676], [24.498, 1.431, 16.898], [25.059, 1.668, 15.136], [24.133, -0.639, 14.878], [23.543, -0.549, 16.518], [22.874, 0.530, 15.202], [26.853, 0.681, 14.086], [25.953, -0.688, 14.192], [28.593, -0.682, 15.437], [28.049, -1.756, 14.174], [27.452, -1.904, 15.844], [17.005, 10.817, 16.296], [15.651, 11.308, 16.954], [14.385, 10.768, 16.443], [14.217, 9.252, 16.661], [14.039, 8.802, 18.149], [13.189, 11.582, 16.855], [11.810, 11.149, 16.409], [17.191, 9.743, 16.276], [17.823, 11.297, 16.834], [17.026, 11.272, 15.306], [15.709, 11.130, 18.028], [15.680, 12.396, 16.895], [13.266, 9.003, 16.191], [15.013, 8.656, 16.214], [13.012, 9.130, 18.308], [13.938, 7.717, 18.169], [14.621, 9.311, 18.917], [13.405, 12.600, 16.530], [12.995, 11.865, 17.890], [11.004, 11.832, 16.679], [11.478, 10.235, 16.901], [11.856, 10.935, 15.341], [14.749, 2.742, 16.261], [13.866, 3.727, 15.452], [12.965, 3.100, 14.648], [13.803, 4.877, 15.766], [15.517, 2.266, 15.651], [14.285, 1.953, 16.853], [15.283, 3.335, 17.003], [12.847, 2.129, 14.898], [12.220, 3.595, 14.179], [24.808, 3.272, 24.677], [25.675, 2.187, 24.008], [26.503, 1.511, 24.839], [25.545, 1.992, 22.791], [24.964, 3.090, 25.740], [23.755, 2.991, 24.655], [25.025, 4.300, 24.388], [26.381, 1.653, 25.831], [27.164, 0.845, 24.465], [18.956, 7.452, 14.779], [19.652, 6.142, 14.579], [19.031, 5.109, 14.110], [20.830, 6.133, 14.914], [18.931, 7.981, 13.827], [19.614, 8.140, 15.310], [17.926, 7.451, 15.136], [18.142, 5.386, 13.717], [19.523, 4.261, 13.869]],
  "mulliken_charge": [-0.53, 0.07, 0.82, -0.82, -1.04, -0.39, -1.04, 0.56, 0.34, -0.66, 0.20, -1.06, -0.96, 0.00, -1.04, 0.53, 0.91, 0.69, 0.39, 0.64, 0.49, 0.66, 0.61, 0.57, -0.72, 0.52, 0.33, -0.23, -1.17, -0.67, -0.64, 0.08, 0.41, -0.61, 0.35, -0.66, -0.48, -0.32, -0.73, 0.67, 0.60, 0.85, 0.53, 0.40, 0.44, 0.37, 0.34, 0.32, -1.32, -0.59, 0.38, -0.80, -1.06, -0.89, -0.74, 0.28, 0.38, 0.32, 0.41, 0.47, 0.44, 0.39, 0.31, 0.38, 0.25, 0.33, 0.40, 0.33, 0.25, 0.11, -1.31, -0.46, 0.01, 0.13, -1.11, -0.58, -1.28, 0.25, 0.42, 0.31, 0.37, 0.37, -0.16, 0.38, 0.45, 0.26, 0.14, 0.42, 0.38, 0.27, 0.43, 0.33, -1.12, -0.49, 0.10, -0.86, -1.02, -0.39, -1.31, 0.16, 0.40, 0.34, 0.31, 0.45, 0.37, 0.28, 0.36, 0.43, 0.22, 0.49, 0.34, 0.40, 0.25, 0.33, -0.68, 0.62, -0.39, -0.57, 0.09, 0.47, 0.06, 0.20, 0.24, -0.87, 0.65, -0.40, -0.63, 0.33, 0.24, 0.24, 0.18, 0.24, -1.17, 0.66, -0.02, -0.72, 0.52, 0.37, 0.18, 0.20, -0.01]
}